Entry 1:
A 7-piece molecular cluster, C37H81BClO7PS overall at a distorted geometry, computed with wB97M-V/def2-TZVPD.

Structure (ORCA input):
```
! RIJCOSX wB97M-V def2-TZVPD def2/J DEFGRID3
* xyz 0 1
Cl -0.76176 1.08597 2.75196
S -2.27780 6.01966 1.43045
P -0.83718 4.99029 0.61292
O -4.02751 3.21788 1.15256
O 8.01861 -0.45200 -3.76730
O 7.95347 2.47046 5.70891
O 9.05431 -5.38417 -6.00234
O -9.66710 -3.05310 -0.70604
O 5.03353 2.28041 0.89170
O -11.60698 1.92374 2.40982
C 9.98926 -5.52752 -4.94566
C -10.88952 0.85531 3.00862
C 4.73166 4.63087 0.23875
C 8.94073 -1.26189 -4.47937
C 0.02087 2.29068 1.64441
C -3.73965 3.89521 -1.26853
C 1.83509 0.40053 1.19524
C -6.14487 1.89953 1.36461
C 6.80208 -1.07344 -3.38835
C 9.04647 -6.41135 -6.98052
C -13.49649 1.93062 3.98185
C 1.05778 1.63364 0.61395
C 8.70159 -7.78104 -6.42020
C -10.66177 -4.90078 0.59283
C 6.98567 1.84028 -0.53750
C 7.59130 3.72420 6.26338
C -13.01789 1.88292 2.54030
C 8.40355 -1.77597 -5.80338
C -7.45158 1.72170 0.71395
C 5.47690 1.80472 -0.36946
C -9.27177 -4.35850 -2.75200
C -2.11439 2.18343 -0.08158
C 6.89009 1.56732 5.45214
C -8.73340 -3.83844 -1.43014
C -6.16117 -0.48587 2.11988
C -10.86756 -3.70793 -0.32563
C 6.91266 3.61715 7.61834
C -8.09209 0.41069 0.77964
C 5.34556 3.62835 1.20192
C -7.45210 -0.73226 1.49051
C 5.87635 2.09194 4.44942
C -5.47486 0.81513 2.07655
C -3.58394 2.79016 -0.13038
C -5.43676 3.30978 1.24265
C 11.43501 -5.54935 -5.41139
C -11.23800 -0.50317 2.42976
C 6.99140 -2.25863 -2.45632
B -1.04324 3.08087 0.69918
H 5.93782 3.13031 7.54188
H 2.46167 0.64420 2.08835
H 9.75593 -6.41542 -4.34761
H -7.94880 2.55102 0.16495
H 5.13883 0.76807 -0.44055
H -11.02274 0.86912 4.09623
H 7.50065 -3.08488 -2.95760
H -11.13536 -0.49846 1.34191
H 2.56370 0.08662 0.38855
H -8.36139 -4.65971 -0.80729
H 7.27627 1.36287 -1.47531
H -14.58427 2.01236 4.01951
H 6.21782 -0.31046 -2.86804
H 12.11123 -5.54872 -4.55491
H -13.42541 1.01016 2.01921
H 7.36369 2.86500 -0.55351
H -1.80804 1.99253 -1.14697
H 9.99974 -6.43478 -7.51844
H -12.26853 -0.78794 2.65653
H -10.58055 -1.27029 2.84320
H -13.21048 1.02956 4.52898
H 9.81287 -0.63360 -4.67221
H -5.72410 3.87977 2.17253
H 7.59832 -1.97649 -1.59289
H 8.28465 -6.13030 -7.71088
H -5.62660 -1.32217 2.64100
H -3.65045 3.33164 -2.24520
H 3.65517 4.46685 0.14619
H 7.51968 3.02495 8.30665
H -11.62278 -5.28497 0.93891
H -4.74743 4.37261 -1.27662
H 7.76778 -7.74199 -5.85519
H 6.40271 1.27421 6.38778
H 9.28751 -2.08886 -3.84915
H 1.16323 -0.48297 1.34007
H -2.91102 4.64314 -1.26995
H 1.74483 2.41882 0.18494
H 7.34941 0.66375 5.04544
H -11.46382 -2.96360 0.20724
H 6.42981 3.76311 1.27310
H -10.08055 -5.07721 -2.60155
H -11.43949 -3.98949 -1.21561
H -10.14133 -5.71445 0.08262
H 6.22459 -1.35732 -4.27398
H 5.16246 4.54177 -0.76098
H 9.18669 -2.29731 -6.35592
H 8.02826 -0.95062 -6.41304
H -7.87825 -3.18903 -1.62896
H -13.05823 2.78324 4.50499
H 8.52025 4.28674 6.37771
H 5.14738 1.31812 4.20296
H 6.02514 -2.62601 -2.10596
H -2.23448 1.16445 0.39075
H 4.90635 5.65015 0.58728
H 8.59723 -8.50752 -7.22784
H -4.48718 0.97255 2.55761
H -9.06816 0.30582 0.24262
H 5.33000 2.95144 4.84591
H -9.83157 1.05223 2.82559
H -7.93882 -1.73426 1.51230
H 0.44939 1.27143 -0.26871
H -4.22783 1.93082 -0.49518
H 6.37308 2.41555 3.53298
H 4.94380 3.81286 2.20059
H -5.93535 3.83481 0.38776
H 9.47803 -8.14419 -5.74315
H 4.97879 2.35001 -1.17945
H -8.48169 -4.85836 -3.31477
H -13.39769 2.76270 2.01601
H 6.97146 4.28878 5.55759
H 9.84329 -4.66569 -4.29016
H 0.61284 3.05032 2.23467
H 11.65154 -6.43885 -6.00718
H -0.66867 5.36252 -0.77066
H 6.75758 4.60903 8.04624
H 7.47785 1.32452 0.29023
H -10.05868 -4.62029 1.45940
H 0.40840 5.36062 1.23122
H 7.57748 -2.47496 -5.65668
H 11.65150 -4.67882 -6.03477
H -9.67155 -3.53908 -3.35343
*
```

Calculated values
Orbital gap = 7.70 eV
SMILES = CC[C@H](Cl)B(C[C@H](C)OCc1ccccc1)[PH2]=S.CCOCC.CCOCC.CCOCC.CCOCC.CCOCC.CCOCC
HOMO level = -0.3034 Ha

Entry 2:
A 12-piece molecular cluster, C37H81NO14PS overall at a distorted geometry, computed with wB97M-V/def2-TZVPD.

Structure (ORCA input):
```
! RIJCOSX wB97M-V def2-TZVPD def2/J DEFGRID3
* xyz -1 1
S -2.68403 -2.15159 -2.25348
P -0.27810 -2.85069 -0.32274
O -2.87431 -1.49745 10.38151
O -3.56805 -2.67012 -3.28934
O 7.35182 3.85002 -1.34153
O -1.44859 4.36893 3.75870
O -1.84886 -7.45410 -3.77439
O -3.36140 -1.73927 -1.05123
O -3.18212 -2.27335 5.47213
O 4.05593 6.77556 -0.72550
O 2.23654 2.32067 -0.23115
O -3.12595 2.45682 -1.49886
O 1.11978 2.44426 -5.64924
O -2.89236 -4.66039 0.36422
O 1.38029 -3.15238 -3.55367
O 4.70610 -3.21853 -6.68361
N -1.41050 -3.59845 2.89517
C 4.91586 7.54130 -1.09112
C 0.61090 3.15926 -4.81859
C -0.42321 4.19529 -5.20145
C -1.35000 -3.19503 -1.98358
C -4.27391 2.34878 -1.13131
C -2.45713 -6.96573 -4.69585
C -3.82539 -1.70875 11.09544
C -1.71222 -4.96998 2.48418
C -2.80628 -0.24133 6.64795
C 1.12165 2.38208 0.24102
C -2.37480 5.11889 3.57516
C 4.59214 8.73881 -1.95355
C -5.09562 3.57289 -0.78173
C -1.70768 -5.19562 0.97445
C -3.76515 -1.47106 12.58563
C 5.49396 -5.29019 -5.83342
C -2.56331 5.84499 2.26310
C -3.41233 -5.81339 -4.52500
C -0.04885 1.64109 -0.34008
C 3.58151 -2.27219 -3.60471
C -4.93546 1.00771 -0.98518
C 6.36243 7.35159 -0.70597
C -5.13157 -2.22405 10.54002
C -2.64494 -1.72435 6.40321
C 6.38139 3.80464 -0.61616
C 1.62807 -1.18116 -4.86703
C -1.78446 -2.47349 7.38891
C 0.95981 3.07501 -3.35541
C -0.45732 -4.70142 0.25804
C -2.29483 -7.49981 -6.10574
C 6.99248 -3.66929 -7.15913
C 2.11671 -2.29208 -3.96945
C 4.98595 3.62358 -1.13580
C -3.41213 5.37560 4.64507
C 0.82602 3.24051 1.44880
C 6.52497 3.92153 0.88686
C 5.63436 -3.98109 -6.57265
H -1.76242 5.57894 1.57857
H -4.49900 4.47186 -0.92503
H 6.19178 -5.32306 -4.99492
H 6.13910 3.01954 1.36382
H 6.70689 8.21875 -0.13901
H -1.35904 3.99495 -4.67674
H -1.43374 -2.39755 0.38733
H -4.40087 5.08737 4.28443
H 5.72084 -6.12377 -6.50067
H -1.58698 -8.32550 -6.10485
H 0.56332 -1.30373 -5.05291
H -0.58193 -3.54554 3.46229
H -5.42396 3.51389 0.25754
H -0.30119 -5.34827 -0.61121
H -0.81645 2.35274 -0.64976
H -3.44621 -5.50278 -3.48462
H 4.18658 -2.34843 -4.50862
H 1.73113 3.74713 1.77824
H -3.52193 5.57211 1.81849
H -0.47495 0.96292 0.40116
H -2.68300 -5.28014 2.88298
H -4.41281 -6.11962 -4.83973
H 1.69912 2.29514 -3.19204
H -1.83220 0.24940 6.62251
H -2.55645 6.92403 2.42723
H -3.25722 -7.84550 -6.48782
H 1.36735 4.02791 -3.01109
H 5.14114 8.67974 -2.89466
H 7.27672 -4.44112 -7.87647
H -5.04803 -2.35450 9.46391
H 4.53704 2.72824 -0.70883
H -2.77896 -1.10385 12.85726
H 5.01381 3.52760 -2.21995
H -0.59409 4.16323 -6.27493
H -3.51149 -5.36925 0.22682
H -0.68252 -2.98807 -2.82747
H -5.38294 -3.18053 11.00104
H -0.07723 5.19065 -4.91666
H 0.06865 3.98249 1.19573
H -1.73947 -3.52270 7.10483
H -1.92958 -6.70930 -6.76323
H -2.21473 -2.37615 8.38621
H -5.26300 0.86692 0.04690
H 7.74368 -3.64402 -6.36806
H 0.06499 2.84666 -2.77754
H -1.68898 -4.22400 -2.09405
H 4.47835 -5.39080 -5.45910
H 6.45471 6.46439 -0.09089
H 0.26725 1.05044 -1.19550
H 0.91908 -3.25160 -1.04738
H 1.79998 -0.20940 -4.40393
H -4.51891 -0.73825 12.87794
H -5.98136 3.62027 -1.41719
H 6.98534 7.23789 -1.59381
H -3.96676 -2.40036 13.12069
H -0.77487 -2.05951 7.39821
H 0.39805 -4.86326 0.92350
H -5.80582 0.93505 -1.64108
H 3.79394 -3.11569 -2.95079
H -0.94797 -5.64389 2.88659
H 2.16883 -1.20652 -5.81500
H -2.18579 -3.18309 3.38496
H 7.57385 4.04945 1.14763
H -4.22074 0.22556 -1.22790
H 4.88595 9.65760 -1.44315
H -0.06225 -1.44653 -0.85562
H -3.43611 6.43725 4.89707
H -1.73781 -6.29230 0.86533
H 3.52497 8.76360 -2.15857
H -3.16933 4.79788 5.53313
H 0.56163 -2.51903 0.85744
H -3.24601 -0.07457 7.63346
H -5.93506 -1.51852 10.75770
H 3.82845 -1.34521 -3.08390
H -3.44535 0.18784 5.88023
H -2.14317 -1.03376 -2.79094
H 5.94693 4.76990 1.25671
H 4.37074 4.48429 -0.87102
H 6.96106 -2.70429 -7.65842
H 0.43712 2.62657 2.26113
H -3.09750 -4.95977 -5.12588
*
```

Calculated values
Orbital gap = 4.88 eV
HOMO level = -0.1126 Ha